This record from OMol25 describes a 2-piece molecular cluster, C4H11NO2 overall. The level of theory is ωB97M-V/def2-TZVPD.

Structure (XYZ):
```
18
Properties=species:S:1:pos:R:3:mulliken_charge:R:1
C 0.18 -0.61 0.68 -0.083
C 3.00 0.07 0.10 -0.513
C -2.16 -0.90 -0.52 -0.816
C -1.35 1.39 -0.11 -0.827
N -1.18 -0.03 0.09 0.058
O 0.47 -0.49 -0.64 -0.325
O 2.13 -1.00 0.13 -0.479
H -0.02 -1.61 1.05 0.243
H 0.56 0.14 1.38 0.293
H 3.45 0.21 -0.90 0.223
H 3.82 -0.09 0.82 0.239
H 2.52 1.03 0.38 0.210
H -1.87 -1.94 -0.37 0.283
H -2.27 1.72 0.39 0.329
H -3.14 -0.73 -0.07 0.327
H -2.23 -0.72 -1.60 0.292
H -0.51 1.92 0.34 0.269
H -1.41 1.65 -1.17 0.278
```

For the HOMO-LUMO gap (spin up / spin down), the calculation gives 8.364 / 9.043 eV. The strongest force on any atom is 4.37 eV/A. The energy above the lowest of the compared OMol25 structures with the same formula, charge and spin is 6.895 eV. As for the electronic energy: -9905.34717 eV.



This record from OMol25 describes an isolated ion of composition CNO3S2 and charge -1. The level of theory is ωB97M-V/def2-TZVPD.

Structure (XYZ):
```
7
Properties=species:S:1:pos:R:3:mulliken_charge:R:1
N -1.83 -1.53 0.19 -0.525
C -1.11 -0.78 -0.30 0.574
O -0.35 0.01 -0.89 -0.377
S 1.04 0.70 -0.03 0.875
O 1.91 -0.43 0.16 -0.554
O 0.50 1.28 1.17 -0.556
S 1.63 1.97 -1.36 -0.436
```

For the HOMO-LUMO gap, the calculation gives 8.530 eV. The strongest force on any atom is 1.67 eV/A. The structure (SMILES) is N#COS(=O)(=O)[S-]. The energy above the lowest of the compared OMol25 structures with the same formula, charge and spin is 0.277 eV. The net charge is -1. As for the electronic energy: -30341.30185 eV.



This record from OMol25 describes an isolated ion of composition C6H11O2 and charge -1. The level of theory is ωB97M-V/def2-TZVPD.

Structure (XYZ):
```
19
Properties=species:S:1:pos:R:3:mulliken_charge:R:1
C -1.35 0.06 1.86 -1.169
C -0.90 -0.74 0.64 -0.348
C -1.02 -0.11 -0.73 -0.669
C 0.32 -0.35 -1.57 -0.980
C 1.54 0.41 -1.08 -0.300
C 1.73 0.77 0.43 0.353
O 2.20 -0.15 1.14 -0.731
O 1.36 1.91 0.75 -0.699
H -1.56 -0.65 2.65 0.334
H -0.61 0.79 2.19 0.252
H -2.23 0.62 1.49 0.272
H -1.37 -1.72 0.64 0.479
H 0.14 -0.97 0.89 0.244
H -0.87 0.99 -0.69 0.266
H -2.00 -0.32 -1.22 0.408
H 0.21 -0.29 -2.67 0.400
H 0.40 -1.41 -1.51 0.350
H 1.68 1.39 -1.69 0.253
H 2.33 -0.22 -1.53 0.286
```

For the HOMO-LUMO gap, the calculation gives 8.179 eV. The strongest force on any atom is 2.95 eV/A. The structure (SMILES) is CCCCCC(=O)[O-]. The energy above the lowest of the compared OMol25 structures with the same formula, charge and spin is 0.927 eV. The net charge is -1. As for the electronic energy: -10496.15512 eV.



This record from OMol25 describes C14H20N2O2 as an isolated structure. The level of theory is ωB97M-V/def2-TZVPD.

Structure (XYZ):
```
38
Properties=species:S:1:pos:R:3:mulliken_charge:R:1
O 3.83 2.56 0.38 -0.531
N 4.55 1.61 -0.17 0.867
O 5.64 1.80 -0.74 -0.538
C 3.86 0.27 -0.08 -0.314
C 2.62 -0.02 0.45 0.503
C 1.96 -1.18 0.76 0.828
C 2.58 -2.31 0.31 -1.148
C 3.86 -2.01 -0.64 -1.193
C 4.41 -0.76 -0.71 -0.001
H 5.44 -0.68 -1.14 0.317
H 4.31 -2.69 -0.93 0.800
H 2.12 -3.07 0.11 0.625
C 0.73 -1.43 1.32 -1.116
N -0.11 0.00 1.26 -0.431
H -0.90 -0.09 1.78 0.299
C -0.75 0.02 0.01 1.456
C -1.12 1.34 -0.24 -1.641
H -1.46 1.59 -1.26 0.309
C -2.23 2.03 0.52 -1.330
C -3.56 1.02 0.66 -0.941
H -3.43 0.14 1.14 0.399
C -3.97 0.54 -0.69 -0.855
C -2.83 -0.44 -1.38 -0.665
C -1.80 -0.97 -0.29 -1.875
H -1.23 -1.70 -1.15 0.282
H -2.12 -1.35 0.45 1.028
H -3.34 -1.62 -1.78 0.303
H -2.30 0.04 -2.34 0.276
H -4.05 1.25 -1.42 0.429
H -4.79 -0.10 -0.72 0.471
H -4.40 1.63 0.86 0.538
H -2.03 2.00 1.49 0.502
H -2.62 2.95 0.27 0.527
H -0.34 2.03 -0.10 0.626
H 0.14 -0.14 -0.80 0.166
H 0.96 -1.12 2.54 0.258
H 0.26 -2.19 0.96 0.627
H 2.10 1.04 1.30 0.143
```

For the HOMO-LUMO gap, the calculation gives 8.486 eV. The strongest force on any atom is 16.45 eV/A. The energy above the lowest of the compared OMol25 structures with the same formula, charge and spin is 17.478 eV. As for the electronic energy: -21901.65473 eV.